Below is a 2-piece molecular cluster, C4H8Br2Si overall at a distorted geometry, with properties calculated with the ωB97M-V functional and the def2-TZVPD basis.

ORCA input file:
```
! RIJCOSX wB97M-V def2-TZVPD def2/J DEFGRID3
* xyz 0 1
C -2.329 0.226 0.305
C -1.100 0.810 0.992
Si 0.517 0.220 0.095
Br 2.079 1.738 0.761
Br 1.127 -1.732 1.047
H -3.370 0.727 0.615
H -2.438 0.217 -0.784
H -2.545 -0.817 0.552
H -0.944 0.309 1.971
H -1.220 1.898 0.800
H 0.487 0.229 -1.353
C 4.824 -1.745 -2.535
C 4.284 -1.855 -1.478
H 5.183 -1.606 -3.583
H 3.828 -2.121 -0.583
*
```

Calculated values
Molar mass ... 244.00 g/mol
Energy above the lowest of the compared OMol25 structures with the same formula, charge and spin ... 1.8929 eV
HOMO-LUMO gap ... 10.88 eV
Total energy ... -152240.0013 eV
SMILES ... CC[SiH](Br)Br.C#C

Just the Mulliken charges please, in e? Sure, here they are: C -1.13; C -0.42; Si 0.64; Br -0.26; Br -0.25; H 0.28; H 0.35; H 0.33; H 0.24; H 0.34; H -0.11; C -0.32; C -0.44; H 0.35; H 0.40